[1]
DFT (the ωB97M-V functional and the def2-TZVPD basis) results for C22H37GeN3O5RuSSeSi as an isolated structure in a non-equilibrium geometry.

XYZ file:
```
72
Properties=species:S:1:pos:R:3:forces:R:3
Ru -0.0130 -1.1428 -0.3906 -0.9 -0.1 1.5
O 2.2268 -4.1023 -2.8382 0.0 0.1 0.1
C 1.8671 -2.8193 -2.8060 0.0 -0.2 -0.2
O 2.2539 -2.0411 -1.9641 -0.1 -0.1 0.1
C 1.0209 -2.4320 -4.0097 0.0 0.0 0.1
O -0.0469 -1.5890 -3.6703 0.0 0.0 -0.1
C -1.2749 -2.2237 -3.3423 -0.1 -0.2 -0.2
C -1.3704 -2.4388 -1.8387 -0.3 0.0 -0.1
O -2.2530 -1.8436 -1.1796 0.2 -0.3 -0.4
O -0.4362 -3.1380 -1.2938 0.6 0.6 -0.3
H 2.7864 -4.2770 -2.0657 0.0 0.0 0.0
H 0.6884 -3.3249 -4.5422 0.0 0.0 0.1
H 1.6814 -1.8568 -4.6634 0.0 0.0 0.0
H -1.3548 -3.1900 -3.8504 -0.1 0.0 0.0
H -2.0772 -1.5636 -3.6645 0.0 0.0 0.0
C -3.2422 2.9125 -2.5067 0.0 -0.1 0.0
Si -2.5398 3.7602 -1.0073 0.0 0.0 0.1
C -3.9254 4.5291 -0.0208 0.0 0.0 0.0
C -1.2525 5.0254 -1.4642 0.0 0.1 -0.1
C -1.6594 2.5599 0.1839 0.1 -0.1 0.0
C -1.6051 2.8570 1.5340 0.0 -0.1 0.1
C -0.9364 2.0282 2.4424 0.0 0.1 0.0
C -0.3170 0.9019 1.9698 0.1 0.0 -0.2
N -0.3209 0.5943 0.6613 0.1 0.4 0.2
C -0.9794 1.3884 -0.1997 0.1 0.5 0.1
S -0.8495 0.6967 -1.7601 0.3 -0.4 -0.5
H -4.0124 3.5571 -2.9374 0.0 0.0 0.0
H -3.7034 1.9550 -2.2587 0.0 0.0 0.0
H -2.4873 2.7299 -3.2715 0.0 0.0 0.0
H -4.5567 5.1315 -0.6772 0.0 0.0 0.0
H -3.5698 5.1865 0.7745 0.0 0.0 0.0
H -4.5583 3.7611 0.4296 0.0 0.0 0.0
H -1.6693 5.8103 -2.0988 0.0 0.0 0.0
H -0.4304 4.5573 -2.0106 0.0 0.0 0.0
H -0.8392 5.5003 -0.5719 0.0 0.0 0.0
H -2.1089 3.7398 1.9104 0.0 0.0 0.0
H -0.9029 2.2584 3.4975 0.0 0.0 0.0
H 0.1847 0.2227 2.6298 0.0 -0.2 0.1
C 2.5361 1.0582 -1.1363 0.0 0.1 0.1
Ge 3.8999 0.7338 0.2002 -0.1 0.1 -0.1
C 3.5445 1.7767 1.8113 0.0 0.0 0.1
C 5.6894 1.0157 -0.5006 0.1 -0.1 0.0
C 3.7504 -1.2089 0.5572 0.1 -0.1 -0.1
Se 2.0154 -1.9596 1.0185 0.1 0.1 -0.6
C 2.0249 -1.3629 2.8581 -0.1 0.0 0.1
H 2.0241 2.0112 -1.0083 0.0 0.0 0.0
H 1.8084 0.2556 -0.9873 0.1 0.3 -0.3
H 2.9205 0.9949 -2.1526 0.0 -0.1 0.0
H 4.0115 2.7571 1.7136 0.0 0.0 0.0
H 3.9451 1.3054 2.7092 0.0 0.0 0.0
H 2.4708 1.9308 1.9349 0.0 0.0 0.0
H 5.8609 2.0760 -0.6849 0.0 0.0 0.0
H 5.7936 0.4824 -1.4458 0.0 0.0 0.0
H 6.4577 0.6580 0.1848 0.0 0.0 0.0
H 4.4072 -1.5316 1.3663 0.0 0.0 0.0
H 4.0361 -1.7424 -0.3490 0.0 0.0 0.0
H 2.0508 -0.2831 2.9310 0.1 0.1 0.0
H 2.9304 -1.7745 3.2981 0.0 -0.1 0.0
H 1.1517 -1.7748 3.3599 0.0 0.0 0.0
N -3.6009 -3.9627 3.7403 0.0 0.0 0.0
C -2.7867 -3.3344 2.8686 0.0 0.0 0.0
C -3.0668 -2.0420 2.4003 0.0 0.0 0.0
C -2.2018 -1.4283 1.5378 0.1 -0.1 0.1
N -1.0519 -1.9931 1.1171 -0.4 -0.3 0.5
C -0.8072 -3.2559 1.5186 -0.1 0.1 0.0
C -1.6165 -3.9388 2.3866 0.0 0.0 0.0
H -4.4840 -3.5602 3.9973 0.0 0.0 0.0
H -3.4384 -4.9203 3.9940 0.0 0.0 0.0
H -3.9694 -1.5270 2.6990 0.0 0.0 0.0
H -2.4348 -0.4505 1.1504 0.0 0.0 -0.1
H 0.0650 -3.7380 1.1091 0.0 0.0 -0.1
H -1.3531 -4.9474 2.6739 0.0 0.0 0.0
```
Forces are in eV/Å.

Properties
- Highest occupied orbital energy (alpha / beta): -10.7 / -10.6 eV
- LUMO energy (alpha / beta): -3.46 / -3.84 eV
- 2S+1: 2
- Charge: +1
- Energy relative to the best compared isomer or geometry (same formula, charge and spin): 50.6 kcal/mol
- ⟨S²⟩: 0.763
- Gap between HOMO and LUMO (alpha / beta): 7.20 / 6.80 eV



[2]
DFT (the ωB97M-V functional and the def2-TZVPD basis) results for a 4-piece molecular cluster, H8O3S2 overall in a non-equilibrium geometry.

XYZ file:
```
13
Properties=species:S:1:pos:R:3:forces:R:3
S -0.5409 -1.7861 0.4741 -0.3 -0.2 -0.2
S 0.0953 -1.2264 2.3691 -0.5 1.1 -0.1
H 0.5463 -1.7467 -0.3525 0.0 0.4 0.8
H -0.6282 -0.0198 2.5487 0.8 -1.3 -0.6
H -0.2474 3.2633 -4.8252 -0.6 -0.4 0.3
H -1.3562 2.3520 -4.1773 0.1 -1.0 0.1
O -1.1516 3.2266 -4.4665 0.5 1.3 -0.4
H 1.6784 0.6527 0.0883 2.6 -1.1 -0.2
H 3.2435 0.3158 0.4770 -1.5 0.0 -0.9
O 2.5490 0.2110 -0.2290 -1.2 1.0 1.2
H -0.1362 0.9972 -0.6532 -2.6 0.9 2.5
H -0.6194 2.3466 -0.6454 -1.0 -0.3 1.4
O -0.8162 1.5675 -0.0483 3.6 -0.6 -4.0
```
Forces are in eV/Å.

Properties
- Highest occupied orbital energy: -9.3 eV
- LUMO energy: 0.07 eV
- SMILES string: SS.O.O.O
- 2S+1: 1
- Energy relative to the best compared isomer or geometry (same formula, charge and spin): 29.4 kcal/mol
- Gap between HOMO and LUMO: 9.33 eV



[3]
DFT (the ωB97M-V functional and the def2-TZVPD basis) results for C44H33F9GeNOPRuSSe2 as an isolated structure in a non-equilibrium geometry.

XYZ file:
```
94
Properties=species:S:1:pos:R:3:forces:R:3
Ru 0.4859 0.4628 0.0393 1.5 0.3 -0.7
C 1.0248 1.6608 3.1140 0.1 -0.1 0.1
C 2.0465 0.6281 2.7617 0.0 0.0 -0.1
C 3.1148 0.3851 3.6521 -0.1 0.1 0.1
C 4.0736 -0.5125 3.3239 0.2 -0.1 0.1
C 3.9836 -1.2244 2.1059 0.2 -0.1 0.1
C 4.9573 -2.1724 1.7133 0.0 0.0 0.1
C 4.8183 -2.8727 0.5465 -0.1 0.0 -0.1
C 3.6814 -2.6742 -0.2507 0.0 0.0 0.0
C 2.7098 -1.7529 0.1015 0.1 0.0 0.0
S 1.2423 -1.7032 -0.8250 -0.1 0.0 0.1
C 2.8760 -0.9782 1.2878 -0.2 0.1 -0.2
N 1.9378 -0.0405 1.6308 0.0 -0.1 0.2
H 1.5125 2.5946 3.3917 0.0 0.0 0.0
H 0.4199 1.3231 3.9583 0.0 0.0 0.0
H 0.3565 1.8759 2.2859 0.0 0.0 -0.1
H 3.1621 0.9465 4.5754 0.0 0.0 0.0
H 4.9125 -0.6986 3.9861 0.0 0.0 0.0
H 5.8130 -2.3384 2.3583 0.0 0.0 0.0
H 5.5663 -3.5951 0.2460 0.0 0.0 0.0
H 3.5408 -3.2642 -1.1491 0.0 0.0 0.0
Se -1.5952 1.3652 -0.7427 -0.4 0.0 -0.2
P -0.9528 1.0908 -2.8839 -0.2 0.1 0.1
Se 1.0253 0.2593 -3.0564 0.0 -0.1 0.0
C -2.2181 0.1011 -3.7017 -0.1 0.0 0.0
C -1.8800 -1.0499 -4.4018 -0.1 0.0 0.0
C -2.8639 -1.7416 -5.1013 0.1 0.0 0.0
C -4.1721 -1.2875 -5.0931 0.0 0.0 0.0
C -4.5149 -0.1422 -4.3790 0.1 0.0 0.0
C -3.5420 0.5542 -3.6832 0.1 0.0 0.0
C -0.9981 2.7037 -3.6716 0.0 0.2 0.0
C -1.6014 3.8131 -3.0885 0.0 0.0 -0.2
C -1.6413 5.0133 -3.7862 0.0 0.0 0.0
C -1.0749 5.1043 -5.0487 0.0 0.0 0.0
C -0.4688 3.9958 -5.6280 0.0 0.0 0.0
C -0.4268 2.7939 -4.9426 -0.1 0.1 0.0
H -0.8560 -1.3997 -4.4034 0.0 0.0 0.0
H -2.6026 -2.6362 -5.6524 0.0 0.0 0.0
H -4.9338 -1.8268 -5.6429 0.0 0.0 0.0
H -5.5387 0.2092 -4.3728 0.0 0.0 0.0
H -3.8099 1.4546 -3.1416 0.0 0.0 0.0
H -2.0282 3.7571 -2.0975 0.0 0.0 0.0
H -2.1053 5.8803 -3.3346 0.0 0.0 0.0
H -1.0992 6.0450 -5.5840 0.0 0.0 0.0
H -0.0241 4.0698 -6.6124 0.0 0.0 0.0
H 0.0537 1.9327 -5.3922 0.0 0.0 0.0
F 1.3643 4.0794 0.9426 -0.1 0.0 -0.1
C 1.7231 4.0103 -0.3549 0.2 -0.1 0.1
F 0.6062 3.7815 -1.0579 0.1 0.1 0.1
F 2.2052 5.2008 -0.7094 -0.1 -0.1 0.0
C 2.7527 2.8537 -0.5597 0.1 0.2 -0.2
O 2.1837 1.6388 -0.4405 -0.6 0.0 0.5
C 3.3756 2.9787 -1.9974 0.1 -0.1 0.2
F 3.9483 1.8239 -2.3409 0.0 0.0 -0.1
F 2.4353 3.2523 -2.9066 -0.1 0.1 -0.1
F 4.3057 3.9360 -2.0679 0.0 0.0 0.0
C 3.9226 3.0076 0.4764 0.0 0.0 0.0
F 4.4132 4.2413 0.5804 0.0 0.1 -0.1
F 4.9212 2.1811 0.1511 0.1 0.0 0.0
F 3.5140 2.6551 1.7036 -0.1 -0.1 0.1
C 1.9712 -3.8272 4.1921 0.0 0.0 0.0
C 1.3244 -2.6967 4.6727 0.0 0.0 -0.1
C 0.4852 -1.9668 3.8372 0.1 -0.1 0.0
C 0.2789 -2.3535 2.5116 0.2 -0.1 0.1
C 0.9297 -3.5007 2.0477 0.0 0.0 0.1
C 1.7690 -4.2329 2.8786 0.0 0.0 0.0
Ge -0.8635 -1.2661 1.3584 -0.3 -0.2 0.5
C -1.9589 -2.4874 0.3272 -0.1 -0.2 -0.2
C -2.1591 -3.7688 0.8542 -0.1 0.0 -0.1
C -3.0126 -4.6696 0.2266 0.1 0.0 0.0
C -3.6747 -4.3049 -0.9364 0.0 0.0 0.0
C -3.4912 -3.0335 -1.4630 0.1 0.0 0.0
C -2.6406 -2.1312 -0.8348 0.0 -0.3 0.0
C -2.0449 -0.2842 2.5687 -0.2 0.3 0.1
C -2.2712 1.0911 2.6088 -0.2 -0.2 0.2
C -3.1889 1.6403 3.5007 0.1 -0.1 -0.1
C -3.8955 0.8158 4.3644 0.0 0.0 0.0
C -3.6829 -0.5564 4.3374 0.0 0.0 0.0
C -2.7650 -1.0998 3.4493 0.0 0.1 0.0
H 2.6214 -4.3992 4.8429 0.0 0.0 0.0
H 1.4656 -2.3861 5.7013 0.0 0.0 0.0
H -0.0240 -1.0942 4.2324 0.0 0.0 0.0
H 0.7786 -3.8374 1.0278 0.0 0.0 0.0
H 2.2599 -5.1230 2.5022 0.0 0.0 0.0
H -1.6673 -4.0697 1.7694 0.1 0.0 0.0
H -3.1610 -5.6555 0.6519 0.0 0.1 0.0
H -4.3383 -5.0075 -1.4266 0.0 0.0 0.0
H -4.0144 -2.7367 -2.3627 0.0 0.0 0.0
H -2.5261 -1.1451 -1.2568 0.0 0.1 0.0
H -1.7298 1.7662 1.9607 0.0 0.0 -0.1
H -3.3501 2.7115 3.5184 0.0 0.0 0.0
H -4.6119 1.2401 5.0574 0.0 0.0 0.0
H -4.2342 -1.2052 5.0082 0.0 0.0 0.0
H -2.6151 -2.1753 3.4416 0.0 0.0 0.0
```
Forces are in eV/Å.

Properties
- Highest occupied orbital energy (alpha / beta): -10.7 / -11.2 eV
- LUMO energy (alpha / beta): -3.11 / -5.34 eV
- 2S+1: 6
- Charge: +1
- Energy relative to the best compared isomer or geometry (same formula, charge and spin): 0.0 kcal/mol
- ⟨S²⟩: 8.805
- Gap between HOMO and LUMO (alpha / beta): 7.63 / 5.87 eV



[4]
DFT (the ωB97M-V functional and the def2-TZVPD basis) results for C15H31Br9N4O4 as an isolated structure in a non-equilibrium geometry.

XYZ file:
```
63
Properties=species:S:1:pos:R:3:forces:R:3
C -5.5329 -21.1082 -8.8594 -1.5 -1.3 -0.8
C -5.6423 -19.7952 -9.5949 0.8 -0.8 -0.3
O -6.6626 -19.1291 -9.6495 0.4 0.1 0.1
N -4.4767 -19.4920 -10.2478 -0.9 0.1 -0.4
C -4.5008 -18.2892 -11.1159 0.7 -1.5 -0.7
H -6.3418 -21.2244 -8.1567 -0.5 0.2 0.1
H -4.6537 -21.2272 -8.2879 1.3 0.0 0.4
H -5.6246 -21.9943 -9.5655 0.2 1.2 0.6
H -3.7549 -20.2112 -10.2134 -0.3 0.8 -0.4
H -5.3658 -18.2974 -11.7808 -0.4 0.1 0.6
H -3.6720 -18.2512 -11.8499 0.0 -0.1 1.0
H -4.4999 -17.4943 -10.4121 -0.1 1.3 -0.1
C -5.5085 -15.4634 -3.4191 -0.4 -1.2 -2.4
C -5.3590 -16.8945 -2.8806 -0.4 2.3 -0.3
O -5.8331 -17.1231 -1.8089 -0.4 -1.0 2.0
N -4.7581 -17.7941 -3.6645 0.0 0.4 -1.0
C -4.6150 -19.1310 -3.1996 0.5 -0.3 2.6
H -4.7582 -15.1949 -4.1678 0.1 -0.2 -0.1
H -5.4389 -14.7260 -2.6692 -0.3 0.5 1.1
H -6.4889 -15.4376 -3.9734 0.8 0.2 0.8
H -4.7078 -17.4481 -4.5949 0.4 -0.6 -0.8
H -5.5235 -19.5359 -2.7452 -0.2 0.1 -0.5
H -3.9621 -19.0240 -2.3126 -0.1 -0.3 -0.2
H -4.1110 -19.8777 -3.7735 0.0 0.1 -1.2
C -13.0747 -16.0312 -13.3571 0.9 2.4 0.2
C -11.7083 -16.2823 -12.8637 1.3 -1.5 1.2
O -11.5360 -17.0345 -11.8857 -0.8 0.5 -0.2
N -10.6192 -15.8642 -13.5112 1.1 1.6 -1.5
C -9.2891 -16.2796 -13.1168 -1.6 -1.6 2.6
H -13.4095 -16.9780 -13.5735 -1.3 -2.3 -0.3
H -13.0777 -15.4777 -14.3047 -0.3 0.3 0.5
H -13.6084 -15.5930 -12.5009 -0.2 0.0 -0.7
H -10.5576 -15.1508 -14.2509 -1.1 -0.7 0.6
H -8.7243 -15.5021 -12.6778 0.6 0.9 0.5
H -8.7869 -16.6773 -13.9315 1.0 -0.8 -1.6
H -9.4492 -17.0869 -12.3267 0.5 1.1 -1.1
C -5.3263 -13.2209 -10.0328 -0.2 1.2 0.8
C -6.6896 -13.6655 -10.5230 -0.2 -2.4 0.0
O -6.8525 -14.7299 -11.1613 0.3 2.2 0.8
N -7.7180 -12.9114 -10.0748 0.7 -1.3 -1.3
C -9.0745 -13.2555 -10.2164 -1.6 1.1 -3.5
H -4.8835 -13.8878 -9.2966 -0.4 -0.3 0.0
H -5.2957 -12.1930 -9.5862 -0.3 -0.8 -0.3
H -4.6472 -13.1911 -10.8388 0.7 -0.1 -1.1
H -7.4859 -12.2425 -9.4335 0.6 2.0 1.7
H -9.3680 -14.1822 -9.7968 -0.4 -0.7 1.0
H -9.2937 -13.3873 -11.3197 0.4 -0.2 0.8
H -9.7174 -12.3646 -10.0762 0.3 -0.7 0.9
C -8.4810 -17.7186 -7.6885 -0.6 0.0 -0.6
Br -8.1106 -16.1013 -6.6844 -0.1 -0.2 -0.1
Br -9.7294 -17.3957 -9.2082 0.6 0.0 1.0
Br -9.0539 -19.1882 -6.5454 0.2 0.5 -0.4
H -7.5594 -18.0003 -8.1653 0.1 -0.2 -0.1
C -11.6792 -16.6599 -6.0523 -1.1 -0.7 0.0
Br -12.7032 -18.1607 -6.8768 0.3 0.8 0.6
Br -11.4512 -16.9645 -4.0935 0.0 0.4 -1.6
Br -12.4549 -14.9519 -6.5248 -0.1 -0.3 0.4
H -10.7766 -16.6471 -6.6312 0.6 -0.3 0.5
C -12.0879 -20.0393 -11.7287 0.1 0.7 -1.7
Br -13.6175 -21.1533 -11.4620 -0.1 0.3 0.1
Br -11.7089 -19.9992 -13.7917 -0.2 0.1 1.6
Br -10.5921 -20.7041 -10.8041 0.4 -0.1 0.1
H -12.2232 -18.9623 -11.4864 -0.2 -0.9 -0.2
```
Forces are in eV/Å.

Properties
- Highest occupied orbital energy: -9.5 eV
- LUMO energy: -0.01 eV
- 2S+1: 1
- Energy relative to the best compared isomer or geometry (same formula, charge and spin): 9.8 kcal/mol
- Gap between HOMO and LUMO: 9.52 eV